12
Properties=species:S:1:pos:R:3:forces:R:3:nbo_charge:R:1 method="wB97M-V/def2-TZVPD" relative_energy_kcal_mol=78.2 multiplicity=1 total_energy_ha=-462.6126 homo_lumo_gap_ev=10.406
C -2.648605 0.326882 -0.115910 4.55 -2.61 -1.12 0.170
C 1.560038 0.836182 -0.048445 -0.31 -2.33 -1.94 -1.081
C -0.793116 -0.784503 -0.522381 -4.09 2.41 0.49 -0.652
N -3.557106 0.948779 0.181772 -1.23 0.79 0.37 -0.452
Si 0.415784 -0.406310 0.739354 2.58 0.13 1.62 1.107
H 1.938154 1.575840 0.547993 1.25 1.83 1.34 0.242
H 2.325726 0.266709 -0.653712 -0.35 0.57 1.22 0.249
H 1.005630 1.255913 -0.855279 -0.69 0.98 -0.50 0.233
H -0.498404 -0.390056 -1.481868 -0.36 -0.15 -0.36 0.239
H -1.187634 -1.755072 -0.456071 -0.77 -1.07 -0.42 0.225
H 0.190279 -0.269748 2.259287 -0.25 -0.14 -1.28 -0.109
H 1.249259 -1.604611 0.405260 -0.31 -0.40 0.57 -0.172